# ClH3S

A 2-piece molecular cluster, ClH3S overall (ωB97M-V/def2-TZVPD, OMol25).

Positions of all 5 atoms, in Å:
Cl: 1.910 0.041 -0.004
H: 1.519 -1.170 -0.168
S: -1.534 -0.094 -0.007
H: -0.242 -0.008 0.339
H: -1.653 1.232 -0.161

Cartesian forces (eV/Å) of the 2 atoms listed first:
0.6 -0.1 0.0
0.1 0.1 0.0

Computed properties:
E_tot (a.u.): -860.15943
Energy above the lowest of the compared OMol25 structures with the same formula, charge and spin (kJ/mol): 23.7
SMILES: Cl.S
Total charge: 0